# 1
A structure of composition C35H95HgN8O9, computed with ωB97M-V/def2-TZVPD.

The value obtained for the highest occupied orbital energy is -10.5 eV. Its charge is +1. The HOMO-LUMO gap is 4.3857 eV. The LUMO energy comes out at -6.1296 eV. The relative energy (zero: lowest compared OMol25 entry of this formula, charge and spin) is 164.5 kcal/mol.

Atoms and positions in Å:
Hg -20.624 -7.598 -1.088
C -17.084 -4.877 -1.143
C -17.629 -5.817 -0.032
C -17.610 -5.088 1.346
O -18.765 -6.522 -0.396
H -16.121 -4.496 -0.794
H -17.751 -4.015 -1.231
H -16.901 -5.353 -2.103
H -16.743 -6.470 -0.029
H -17.899 -5.834 2.097
H -18.448 -4.395 1.439
H -16.645 -4.717 1.680
C -19.001 2.594 -2.356
C -18.233 1.329 -2.686
C -18.938 -0.007 -2.518
O -19.546 -0.316 -1.269
C -18.730 -1.019 -0.305
N -17.596 1.514 -3.988
H -18.307 3.439 -2.325
H -19.420 2.513 -1.352
H -19.715 2.938 -3.105
H -17.405 1.293 -1.962
H -18.153 -0.755 -2.684
H -19.712 -0.107 -3.282
H -18.157 -1.774 -0.846
H -19.403 -1.548 0.370
H -18.104 -0.319 0.248
H -17.032 2.352 -3.990
H -16.986 0.739 -4.219
C -15.940 -8.554 3.253
C -17.197 -9.229 2.787
C -18.413 -9.067 3.690
O -18.157 -9.501 5.024
C -19.091 -8.931 5.901
N -17.432 -8.972 1.369
H -15.692 -8.669 4.308
H -16.123 -7.473 3.172
H -15.074 -8.714 2.612
H -17.057 -10.316 2.729
H -19.234 -9.683 3.315
H -18.686 -8.005 3.693
H -20.126 -8.989 5.542
H -18.762 -7.917 6.141
H -19.182 -9.522 6.814
H -16.607 -8.912 0.786
H -17.859 -8.074 1.143
C -20.872 -3.410 -1.961
C -21.606 -4.362 -1.042
C -22.953 -3.828 -0.472
O -23.711 -4.920 -0.010
C -24.925 -4.543 0.663
N -21.632 -5.616 -1.863
H -20.010 -3.912 -2.403
H -20.561 -2.522 -1.410
H -21.429 -3.021 -2.820
H -21.009 -4.455 -0.130
H -23.319 -3.265 -1.339
H -22.618 -3.115 0.283
H -25.694 -4.241 -0.047
H -24.765 -3.756 1.400
H -25.214 -5.456 1.182
H -21.525 -5.285 -2.815
H -22.623 -5.874 -1.800
C -17.124 -3.792 -4.796
C -15.949 -4.746 -4.889
C -16.259 -6.188 -5.321
O -16.693 -7.019 -4.258
C -15.670 -7.403 -3.321
N -14.988 -4.132 -5.806
H -16.819 -2.794 -4.487
H -17.898 -4.153 -4.111
H -17.658 -3.712 -5.747
H -15.462 -4.725 -3.910
H -15.312 -6.600 -5.687
H -17.002 -6.247 -6.117
H -16.087 -7.411 -2.314
H -14.897 -6.641 -3.401
H -15.356 -8.428 -3.516
H -14.205 -4.785 -5.859
H -15.293 -4.220 -6.776
C -23.583 -3.061 4.704
C -22.931 -1.908 3.947
C -21.555 -2.241 3.348
O -20.676 -2.803 4.297
C -19.315 -2.916 3.964
N -23.750 -1.312 2.901
H -23.649 -3.928 4.041
H -24.603 -2.702 4.865
H -23.109 -3.294 5.652
H -22.656 -1.121 4.654
H -21.177 -1.294 2.943
H -21.669 -2.908 2.480
H -19.253 -3.628 3.133
H -18.716 -3.345 4.761
H -18.975 -1.951 3.575
H -23.206 -0.871 2.167
H -24.255 -2.038 2.401
C -20.937 -6.254 2.953
C -21.839 -7.335 2.365
C -23.100 -7.714 3.156
O -22.629 -8.422 4.293
C -23.669 -9.053 4.964
N -22.052 -7.139 0.933
H -20.050 -6.049 2.348
H -20.534 -6.401 3.952
H -21.498 -5.314 2.924
H -21.280 -8.274 2.287
H -23.671 -8.397 2.515
H -23.745 -6.876 3.436
H -23.285 -9.965 5.440
H -24.513 -9.442 4.391
H -23.979 -8.530 5.876
H -22.579 -7.935 0.577
H -22.688 -6.353 0.783
C -14.543 -2.101 2.187
C -14.279 -1.169 3.365
C -14.247 -1.881 4.709
O -15.478 -2.418 5.159
C -16.391 -1.464 5.659
N -12.943 -0.648 3.025
H -13.681 -2.614 1.758
H -14.965 -1.600 1.314
H -15.222 -2.881 2.547
H -14.942 -0.305 3.386
H -13.947 -1.153 5.477
H -13.472 -2.644 4.789
H -15.947 -1.090 6.586
H -17.308 -1.994 5.913
H -16.609 -0.724 4.887
H -12.531 -0.188 3.836
H -12.247 -1.350 2.804
C -14.491 -1.972 -1.835
C -13.910 -0.614 -1.409
C -12.496 -0.416 -1.925
O -11.763 0.626 -1.276
C -10.522 0.837 -1.898
N -14.808 0.384 -2.018
H -13.866 -2.744 -1.374
H -14.515 -2.215 -2.896
H -15.456 -2.063 -1.335
H -13.892 -0.493 -0.322
H -12.520 -0.241 -3.002
H -12.023 -1.381 -1.705
H -9.974 -0.109 -1.868
H -9.956 1.480 -1.214
H -10.434 1.435 -2.809
H -14.752 1.264 -1.521
H -15.755 0.033 -1.981


# 2
The ion C6H10N3 with charge +1, computed with ωB97M-V/def2-TZVPD.

The value obtained for the highest occupied orbital energy (alpha / beta) is -10.9 / -11.5 eV. Its charge is +1. The HOMO-LUMO gap (alpha / beta) is 6.5578 / 7.7875 eV. The LUMO energy (alpha / beta) comes out at -4.3824 / -3.6668 eV. The relative energy (zero: lowest compared OMol25 entry of this formula, charge and spin) is 77.8 kcal/mol.

Atoms and positions in Å:
C 0.603 -2.272 1.589
C 0.689 -0.105 -1.808
C -1.104 -0.679 1.111
C -0.697 1.297 -0.403
C 1.295 0.152 0.466
C -0.067 0.549 0.787
N -0.508 -1.845 1.511
N -0.492 0.497 -1.596
N 1.561 -0.219 -0.829
H 1.093 -3.163 1.894
H 0.898 -0.523 -2.780
H -1.771 -0.342 1.907
H -1.702 -0.887 0.220
H -1.768 1.454 -0.259
H -0.225 2.285 -0.501
H 2.112 0.215 1.154
H -0.074 1.172 1.681
H -1.133 0.604 -2.364
H 2.470 -0.614 -1.030


# 3
A structure of composition C22H38LaN2O5PS, computed with ωB97M-V/def2-TZVPD.

The value obtained for the highest occupied orbital energy (alpha / beta) is -7.9 / -11.0 eV. The spin multiplicity is 2. Its charge is +1. The HOMO-LUMO gap (alpha / beta) is 5.8623 / 8.9872 eV. The LUMO energy (alpha / beta) comes out at -2.0406 / -2.0415 eV. The relative energy (zero: lowest compared OMol25 entry of this formula, charge and spin) is 0.0 kcal/mol.

Atoms and positions in Å:
La 0.213 0.274 -0.077
C 3.571 0.952 -0.994
C 3.373 2.359 -0.430
O 2.096 2.404 0.192
C 1.943 3.479 1.100
C 0.504 3.435 1.599
O 0.065 2.118 1.900
C 0.325 1.590 3.193
C 1.658 0.860 3.260
O 1.638 -0.141 2.247
C 2.856 -0.864 2.104
C 3.774 -0.161 1.119
O 3.067 -0.050 -0.109
H 4.630 0.781 -1.208
H 2.988 0.834 -1.907
H 3.429 3.089 -1.244
H 4.144 2.615 0.305
H 2.124 4.439 0.606
H 2.668 3.382 1.918
H -0.157 3.769 0.797
H 0.372 4.094 2.462
H -0.481 0.877 3.376
H 0.280 2.379 3.949
H 1.771 0.391 4.244
H 2.499 1.544 3.107
H 2.578 -1.852 1.731
H 3.348 -0.994 3.072
H 4.699 -0.730 0.976
H 4.043 0.825 1.507
S 0.340 2.689 -3.207
C 0.517 1.420 -2.309
C -3.382 0.967 -1.500
P -2.354 1.872 -0.288
C -2.611 3.596 -0.861
C -3.399 1.830 1.207
H -4.414 1.321 -1.481
H -3.365 -0.100 -1.277
H -2.976 1.130 -2.500
H -3.669 3.805 -1.026
H -2.062 3.755 -1.789
H -2.239 4.301 -0.116
H -4.397 2.223 1.003
H -2.937 2.433 1.990
H -3.470 0.803 1.560
C -0.771 -2.649 2.212
C -1.914 -1.847 1.589
C -2.695 -2.699 0.590
O -1.418 -0.700 0.966
H -1.133 -3.565 2.683
H -0.249 -2.056 2.964
H -0.056 -2.932 1.431
H -2.601 -1.548 2.400
H -2.040 -3.008 -0.230
H -3.519 -2.124 0.168
H -3.107 -3.594 1.058
N 1.203 -4.058 -1.950
C 1.487 -2.997 -1.164
N 0.721 -1.962 -1.396
C -0.131 -2.365 -2.421
C -1.136 -1.660 -3.083
C -1.839 -2.328 -4.062
C -1.553 -3.661 -4.393
C -0.550 -4.366 -3.762
C 0.154 -3.690 -2.770
H 1.679 -4.943 -1.938
H 2.280 -3.026 -0.432
H -1.336 -0.620 -2.858
H -2.623 -1.814 -4.600
H -2.129 -4.142 -5.172
H -0.325 -5.389 -4.029


# 4
A cluster of 16 separate species, C20H47Cl30N4O in total, computed with ωB97M-V/def2-TZVPD.

The value obtained for the highest occupied orbital energy is -11.9 eV. Its charge is +1. The HOMO-LUMO gap is 9.4459 eV. The LUMO energy comes out at -2.4052 eV.

Atoms and positions in Å:
C -3.506 3.491 -5.340
N -4.208 2.223 -5.147
C -5.207 2.338 -4.143
N -5.628 1.012 -3.536
N -6.967 1.137 -2.988
C -4.762 0.577 -2.379
C -3.400 0.037 -2.713
O -2.562 1.087 -3.150
C -3.346 -1.201 -3.623
N -3.682 -1.007 -5.028
H -2.805 3.617 -4.521
H -3.001 3.522 -6.294
H -4.193 4.346 -5.299
H -4.577 1.853 -6.012
H -4.824 2.971 -3.352
H -6.112 2.804 -4.542
H -5.708 0.289 -4.249
H -7.613 1.315 -3.752
H -6.974 1.950 -2.379
H -5.339 -0.115 -1.781
H -4.637 1.483 -1.793
H -3.002 -0.308 -1.762
H -1.707 0.936 -2.711
H -2.311 -1.522 -3.573
H -3.928 -2.006 -3.170
H -3.016 -1.451 -5.644
H -4.599 -1.371 -5.254
C -0.344 0.493 0.195
Cl -2.074 0.398 0.520
Cl 0.041 -0.157 -1.406
H -0.041 1.534 0.230
H 0.186 -0.086 0.942
C -0.785 4.487 -1.319
Cl -1.607 3.849 0.116
Cl 0.247 3.275 -2.087
H -1.536 4.803 -2.032
H -0.169 5.324 -1.027
C -2.449 -3.043 2.330
Cl -3.029 -3.203 0.665
Cl -0.852 -2.285 2.405
H -3.148 -2.429 2.885
H -2.376 -4.036 2.762
C 0.577 -1.711 5.358
Cl -0.676 -0.499 5.644
Cl 0.691 -2.895 6.665
H 0.339 -2.236 4.441
H 1.533 -1.208 5.271
C 3.391 5.265 -1.670
Cl 2.095 6.457 -1.474
Cl 3.389 4.075 -0.364
H 3.246 4.749 -2.612
H 4.341 5.785 -1.663
C 1.752 1.040 -5.303
Cl 1.744 -0.656 -4.806
Cl 2.364 2.089 -4.016
H 2.378 1.151 -6.178
H 0.732 1.335 -5.522
C 3.759 -4.834 6.257
Cl 3.520 -6.493 5.698
Cl 3.890 -3.700 4.906
H 2.911 -4.543 6.862
H 4.675 -4.786 6.832
C 5.479 -1.833 8.899
Cl 4.339 -1.590 7.567
Cl 6.150 -3.469 8.918
H 6.295 -1.130 8.786
H 4.958 -1.666 9.833
C -2.935 3.420 4.014
Cl -3.754 2.657 2.644
Cl -2.127 2.209 5.011
H -2.192 4.107 3.628
H -3.667 3.946 4.615
C -0.660 7.802 0.763
Cl -0.646 8.096 -0.984
Cl -2.266 8.038 1.458
H -0.353 6.777 0.943
H 0.030 8.492 1.232
C 4.599 -1.366 1.885
Cl 5.900 -0.183 2.039
Cl 3.053 -0.599 1.483
H 4.854 -2.063 1.097
H 4.486 -1.882 2.830
C 5.258 -1.908 -5.793
Cl 4.537 -2.200 -7.383
Cl 6.906 -1.287 -5.918
H 4.651 -1.180 -5.268
H 5.280 -2.845 -5.249
C 7.876 -5.630 11.701
Cl 6.203 -5.594 12.272
Cl 8.561 -7.257 11.758
H 7.898 -5.281 10.676
H 8.470 -4.982 12.334
C -1.774 -7.213 2.753
Cl -3.133 -6.309 3.442
Cl -0.608 -6.148 1.959
H -1.273 -7.740 3.555
H -2.163 -7.910 2.021
C 0.294 -0.222 -8.929
Cl -0.914 -1.452 -8.528
Cl 1.892 -0.638 -8.299
H 0.356 -0.136 -10.007
H -0.019 0.720 -8.494


# 5
A structure of composition C32H50Cl4MgO25S, computed with ωB97M-V/def2-TZVPD.

The value obtained for the highest occupied orbital energy is -9.5 eV. Its charge is 0. The HOMO-LUMO gap is 9.2090 eV. The LUMO energy comes out at -0.2864 eV.

Atoms and positions in Å:
Mg -4.531 22.717 17.268
S -4.969 21.894 14.993
O -4.761 23.200 15.576
O -4.525 21.261 16.204
O -6.388 21.683 14.703
O -4.075 21.707 13.912
C 1.049 26.019 15.615
C 0.097 25.793 16.844
C -1.122 26.682 17.266
O -2.060 25.724 17.684
C -1.782 24.532 17.122
O -2.408 23.502 17.118
O -0.558 24.599 16.582
H 1.577 26.968 15.706
H 0.493 26.015 14.678
H 1.822 25.253 15.540
H 0.676 25.507 17.722
H -1.446 27.356 16.473
H -0.904 27.193 18.204
C -3.017 25.760 13.346
C -3.263 27.272 13.429
C -4.527 27.606 12.654
O -5.368 28.106 13.707
C -4.665 28.228 14.912
O -5.011 28.715 16.007
O -3.460 27.626 14.789
H -3.720 25.084 13.834
H -2.097 25.611 13.912
H -2.612 25.263 12.465
H -2.395 27.715 12.941
H -4.918 26.684 12.224
H -4.236 28.297 11.862
C -6.349 27.602 21.101
C -6.473 27.318 19.551
C -5.219 27.914 18.811
O -4.676 26.771 18.143
C -5.381 25.597 18.443
O -5.175 24.460 17.964
O -6.311 25.933 19.375
H -6.998 26.974 21.710
H -6.689 28.587 21.421
H -5.317 27.551 21.448
H -7.418 27.761 19.238
H -4.444 28.259 19.496
H -5.571 28.635 18.073
C -6.081 16.595 14.671
C -5.100 17.614 14.098
C -3.975 17.955 14.983
O -2.848 17.963 14.135
C -3.112 17.476 12.950
O -2.264 17.215 12.116
O -4.343 16.924 13.113
H -6.955 16.489 14.029
H -6.477 17.002 15.602
H -5.650 15.618 14.890
H -5.532 18.543 13.727
H -3.843 17.228 15.785
H -4.194 18.928 15.423
C -1.020 22.356 14.308
C -1.326 21.031 13.630
C -1.872 20.937 12.152
O -0.668 20.733 11.428
C 0.336 20.410 12.219
O 1.412 19.976 11.831
O 0.001 20.433 13.480
H -0.396 22.292 15.199
H -1.971 22.746 14.673
H -0.656 23.156 13.663
H -1.839 20.395 14.352
H -2.402 21.860 11.917
H -2.571 20.101 12.111
C -10.322 20.510 19.811
C -8.994 20.175 19.111
C -9.131 20.299 17.568
O -8.052 21.122 17.265
C -7.345 21.533 18.274
O -6.274 22.071 18.264
O -8.047 21.154 19.402
H -10.621 21.534 19.588
H -10.061 20.745 20.843
H -11.232 19.946 19.609
H -8.596 19.178 19.296
H -10.018 20.871 17.294
H -9.205 19.269 17.218
C -10.751 20.814 13.055
C -9.679 21.407 12.098
C -8.374 20.726 12.138
O -8.183 20.522 10.737
C -9.276 20.742 9.997
O -9.352 20.660 8.831
O -10.222 21.199 10.871
H -11.768 21.172 12.898
H -10.573 21.274 14.027
H -10.733 19.727 13.140
H -9.594 22.488 12.209
H -8.229 19.782 12.664
H -7.679 21.489 12.489
Cl -6.184 25.048 10.822
C -5.719 23.499 11.394
C -5.164 22.571 10.290
Cl -3.718 23.261 9.574
H -6.587 23.073 11.897
H -5.026 23.651 12.222
H -5.879 22.315 9.508
H -4.849 21.683 10.838
Cl -9.774 23.837 16.017
C -7.983 24.121 15.591
C -7.687 25.573 15.294
Cl -8.391 26.684 16.433
H -7.901 23.545 14.669
H -7.214 23.716 16.248
H -8.118 25.871 14.338
H -6.635 25.844 15.385


# 6
A cluster of 2 separate species, C9H14O in total, computed with ωB97M-V/def2-TZVPD.

The value obtained for the highest occupied orbital energy is -8.5 eV. Its charge is 0. The HOMO-LUMO gap is 9.3250 eV. The LUMO energy comes out at 0.8715 eV. The relative energy (zero: lowest compared OMol25 entry of this formula, charge and spin) is 54.6 kcal/mol.

Atoms and positions in Å:
C 3.313 1.901 1.034
C 3.053 0.832 -0.133
H 3.330 2.899 0.534
H 2.583 1.658 1.781
H 4.336 1.943 1.563
H 2.447 -0.070 0.105
H 2.530 1.478 -0.882
H 3.961 0.314 -0.414
C -0.983 -0.562 2.149
C -2.071 -0.897 -1.974
C -0.723 -0.748 -1.645
C -3.042 -0.433 -0.989
C -0.383 -0.563 -0.356
C -2.658 -0.465 0.360
C -1.370 -0.617 0.648
O -2.583 -1.053 -3.224
H 0.031 -0.706 -2.471
H -2.503 -1.976 -3.532
H -4.063 -0.243 -1.160
H 0.746 -0.631 0.118
H -3.427 -0.499 1.125
H -1.755 -0.852 2.739
H -0.727 0.452 2.354
H -0.044 -1.163 2.270


no.,calculated total energy (Eh)
1,-2658.56236
2,-398.54240
3,-2117.77032
4,-14889.94646
5,-5569.50002
6,-426.48584